32
Properties=species:S:1:pos:R:3:forces:R:3:lowdin_charge:R:1 method="wB97M-V/def2-TZVPD" smiles=CC[C@H](I)c1nnc(CCC(C)C)nn1 energy_ev=-24704.89450 multiplicity=1 e_homo_ev=-9.1 e_lumo_ev=-0.7 de_lowest_kj_mol=0.00 charge=0
C -1.982232 -1.820908 -1.888511 0.09 -0.13 -0.11 -0.1081
C -1.966166 -1.108314 -3.237442 0.03 -0.02 0.03 -0.3153
C -0.696013 -0.268489 -3.488764 -0.08 0.05 0.08 -0.7017
I 0.818993 -1.413823 -4.459678 0.07 -0.05 0.02 0.8504
C -0.204129 0.389099 -2.228100 -0.04 0.20 0.04 -0.4254
N -1.027062 1.339709 -1.756560 -0.04 -0.08 -0.16 0.1150
N -0.715600 1.921869 -0.641416 0.02 0.05 0.17 0.1178
C 0.413107 1.536771 -0.023279 0.01 -0.04 -0.10 -0.3209
C 0.741647 2.203074 1.276674 -0.03 0.00 0.03 -0.1457
C 1.639296 1.406905 2.225347 0.02 -0.03 -0.07 -0.1731
C 1.094594 0.048582 2.742933 -0.02 -0.01 -0.01 -0.4003
C -0.430534 -0.068413 2.675512 -0.01 0.02 0.07 -0.0847
C 1.764150 -1.172601 2.073830 -0.03 -0.01 -0.01 -0.0777
N 1.251153 0.638002 -0.523114 0.07 0.10 0.15 0.1291
N 0.937175 0.050879 -1.652927 -0.07 -0.16 -0.14 0.0893
H -2.125195 -1.128571 -1.058841 0.02 0.03 0.01 0.0640
H -2.795178 -2.546125 -1.860236 -0.01 0.03 0.03 0.0754
H -1.048214 -2.366536 -1.726401 -0.03 0.02 0.00 0.0736
H -2.831064 -0.447949 -3.330950 0.02 0.03 0.10 0.1089
H -2.050275 -1.848473 -4.031797 -0.02 0.07 -0.07 0.0768
H -0.920562 0.536426 -4.185299 -0.01 -0.09 -0.07 0.0726
H 1.226254 3.156288 1.040596 0.02 -0.03 0.00 0.1240
H -0.205297 2.467049 1.748441 0.01 0.00 -0.02 0.1060
H 2.601112 1.241005 1.736732 0.01 0.00 0.04 0.1035
H 1.839730 2.058470 3.078512 -0.04 0.02 -0.01 0.1094
H 1.354897 0.012284 3.803231 0.00 0.02 0.00 0.1189
H -0.778511 -0.253181 1.655434 0.01 0.05 -0.01 0.0672
H -0.937815 0.823073 3.050164 0.02 -0.03 0.03 0.0762
H -0.762888 -0.910823 3.284577 0.00 -0.02 -0.05 0.0807
H 1.018890 -1.883013 1.708603 0.01 0.00 0.02 0.0695
H 2.371173 -0.881730 1.218809 0.00 0.00 0.00 0.0541
H 2.404563 -1.710538 2.773919 0.01 0.02 -0.01 0.0705